This record from the Open Molecules 2025 dataset describes C4H12N2OS as an isolated structure at a distorted geometry. The level of theory is ωB97M-V/def2-TZVPD.

Output
- energy above the lowest of the compared OMol25 structures with the same formula, charge and spin (kcal per mole) = 156.7
- Kohn-Sham gap (Eh) = 0.1689
- HOMO (eV) = -7.6

Geometry as ORCA input:
```
! RIJCOSX wB97M-V def2-TZVPD def2/J DEFGRID3
* xyz 0 1
C 0.08552 -1.14525 0.33741
N -0.98115 -1.56790 1.13365
C -0.20908 0.09463 -0.44408
C 1.13848 0.28494 -1.19774
S 2.25939 0.12809 0.15980
N -1.37304 0.17231 -1.19610
C -2.36330 1.10028 -0.44567
O -2.38591 0.70104 0.80755
H 1.05970 -0.71120 0.92216
H 0.44532 -1.99227 -0.26588
H 4.98961 0.89151 1.18173
H -0.67215 -2.10953 1.93960
H -0.23589 0.89936 0.30222
H 1.31973 -0.44850 -1.97811
H 1.22823 1.27709 -1.62053
H 5.40578 0.28777 1.05934
H -1.92232 -0.70850 -1.12970
H -3.31637 0.94215 -0.99220
H -2.01444 2.12147 -0.66647
H -1.54551 -0.76204 1.40878
*
```

Mulliken population analysis, charges in e, atoms 1 to 5: number 1, C, carries -0.23; number 2, N, carries -0.38; number 3, C, carries -0.37; number 4, C, carries -0.71; number 5, S, carries -0.13


This record from the Open Molecules 2025 dataset describes C22H59FNNbO4P as an isolated structure at a distorted geometry. The level of theory is ωB97M-V/def2-TZVPD.

Output
- Kohn-Sham gap (Eh) = 0.2215
- HOMO (eV) = -4.0

Geometry as ORCA input:
```
! RIJCOSX wB97M-V def2-TZVPD def2/J DEFGRID3
* xyz -1 1
C -7.58252 -0.33586 -0.06987
C -8.34470 0.42449 -1.21957
C -7.46950 0.75167 -2.48371
C -7.27315 -0.44690 -3.49627
Nb -5.70047 -1.98827 -2.93198
C -6.02972 -3.11018 -4.92466
C -5.04057 -4.32418 -5.02248
F -5.19306 -5.02629 -6.26148
P -3.78529 -0.73004 -4.10104
N -2.50972 -0.80634 -3.08483
H -8.12244 -0.27950 0.90959
H -7.51234 -1.41623 -0.33595
H -6.54198 0.05211 0.06940
H -9.31813 -0.06643 -1.47492
H -8.63167 1.42291 -0.78049
H -8.03572 1.55156 -3.04474
H -6.49751 1.23847 -2.20433
H -8.22442 -0.99694 -3.72263
H -6.93513 0.01116 -4.47315
H -4.54805 -3.33443 -2.49780
H -5.22976 -1.16654 -1.38434
H -7.01855 -2.93446 -2.10007
H -7.09280 -3.40983 -5.07947
H -5.73679 -2.36639 -5.71871
H -5.18793 -5.04831 -4.18726
H -4.00106 -3.92929 -4.90107
H -3.44075 -1.31868 -5.36347
H -4.06234 0.66803 -4.29954
H -1.73274 -1.28459 -3.54825
C -1.60850 -1.68446 0.51454
C -2.65298 -0.60079 0.32560
O -3.66335 -0.60860 1.33002
C -3.22473 -0.38079 2.65276
C -2.57642 0.97981 2.85037
H -2.08232 -2.66121 0.63637
H -0.93912 -1.71994 -0.34590
H -0.99845 -1.50181 1.40485
H -3.16193 -0.76863 -0.62325
H -2.18734 0.38864 0.25951
H -2.55517 -1.18494 2.97888
H -4.11538 -0.44194 3.28342
H -1.62392 1.04979 2.32023
H -2.38265 1.16033 3.91072
H -3.22293 1.77255 2.46790
C 3.92742 -1.08301 0.52273
C 2.87741 -0.00195 0.33481
O 1.87096 -0.01453 1.33264
C 2.30328 0.21490 2.66085
C 2.94163 1.57866 2.85763
H 3.45733 -2.06097 0.64496
H 4.59827 -1.11715 -0.33792
H 4.53631 -0.90012 1.41124
H 2.36434 -0.17005 -0.61420
H 3.33952 0.98941 0.26907
H 2.97512 -0.58546 2.99035
H 1.41100 0.14905 3.28742
H 3.89508 1.65302 2.33036
H 3.13080 1.76363 3.91717
H 2.29229 2.36668 2.47067
C 2.45690 4.91017 -1.71711
C 2.53871 4.55494 -0.24298
O 3.86891 4.50115 0.25125
C 4.61045 5.70570 0.19215
C 4.00602 6.82975 1.01647
H 3.10750 4.26172 -2.30704
H 1.43219 4.80690 -2.07736
H 2.77115 5.94126 -1.89848
H 2.12029 3.55683 -0.09902
H 1.93303 5.23748 0.36214
H 4.75557 6.01576 -0.84824
H 5.60093 5.47204 0.58834
H 3.05834 7.17114 0.59474
H 4.68353 7.68527 1.04930
H 3.80820 6.49474 2.03664
C 7.49358 -2.84602 4.70586
C 6.70744 -3.13341 3.43834
O 6.83202 -2.12069 2.45495
C 8.13591 -1.89076 1.95164
C 8.73517 -3.09738 1.24957
H 7.26188 -1.84919 5.08603
H 7.25786 -3.58290 5.47576
H 8.57079 -2.88555 4.52637
H 5.64566 -3.18399 3.68702
H 6.97713 -4.10852 3.01965
H 8.79631 -1.53133 2.74813
H 8.04356 -1.07478 1.23211
H 8.94477 -3.90703 1.95211
H 9.67412 -2.82749 0.76264
H 8.04531 -3.48666 0.49830
*
```

Mulliken population analysis, charges in e, atoms 1 to 5: number 1, C, carries -0.71; number 2, C, carries -0.47; number 3, C, carries -0.32; number 4, C, carries -1.00; number 5, Nb, carries -0.76


This record from the Open Molecules 2025 dataset describes C56H38AlAsF4N4P2 as an isolated structure. The level of theory is ωB97M-V/def2-TZVPD.

Output
- energy above the lowest of the compared OMol25 structures with the same formula, charge and spin (kcal per mole) = 4.2
- Kohn-Sham gap (spin up / spin down) (Eh) = 0.1480 / 0.1479
- HOMO (spin up / spin down) (eV) = -12.2 / -12.2

Geometry as ORCA input:
```
! RIJCOSX wB97M-V def2-TZVPD def2/J DEFGRID3
* xyz 2 1
Al 0.19257 -0.78710 -0.66858
C -2.68338 -1.12626 -5.93341
C -3.28817 -0.93326 -4.69839
C -2.63807 -1.33222 -3.54179
C -1.37866 -1.92710 -3.62052
C -0.76877 -2.10730 -4.86025
C -1.42472 -1.70615 -6.01433
P -0.64576 -2.52909 -2.08661
C -1.29560 -4.17443 -1.76293
C -1.31718 -4.64307 -0.45021
C -1.73986 -5.93427 -0.18412
C -2.14563 -6.75487 -1.22807
C -2.13276 -6.28609 -2.53394
C -1.71379 -4.99343 -2.80852
C 1.16214 -2.59428 -2.23723
C 1.91562 -3.48220 -3.00248
C 3.29438 -3.37109 -2.97683
C 3.91068 -2.39698 -2.19112
C 3.15963 -1.53428 -1.40916
C 1.76758 -1.62405 -1.40947
H -3.19595 -0.82577 -6.83655
H -4.26683 -0.47838 -4.63796
H -3.11389 -1.18394 -2.57787
H 0.21689 -2.54894 -4.92650
H -0.95634 -1.85159 -6.97803
H -0.99678 -4.00340 0.36516
H -1.75589 -6.29976 0.83283
H -2.47984 -7.76186 -1.02200
H -2.45655 -6.92569 -3.34276
H -1.72626 -4.62954 -3.82801
H 1.43876 -4.25807 -3.58831
H 3.90005 -4.05200 -3.55878
H 4.98990 -2.32964 -2.17759
H 3.66862 -0.81342 -0.78096
C -0.42198 -1.11139 2.94661
C -0.98050 -0.43341 4.19023
As -0.13007 -1.22819 5.80051
C -0.50279 0.25428 7.01072
C -1.63254 1.05660 6.88803
C -1.87189 2.07678 7.80031
C -0.98411 2.30110 8.84065
C 0.13866 1.49555 8.97614
C 0.37667 0.47594 8.06880
C 1.67451 -0.69458 5.27926
C 2.00914 0.63063 5.00180
C 3.30089 0.96206 4.62710
C 4.27274 -0.02746 4.52466
C 3.94805 -1.34726 4.79327
C 2.65075 -1.67925 5.16901
P -0.66483 -0.10588 1.44964
C -2.41926 0.24195 1.24835
C -2.85798 1.40695 0.61831
C -4.21418 1.62155 0.42952
C -5.13433 0.67360 0.85567
C -4.70170 -0.49538 1.46586
C -3.34763 -0.71464 1.66231
C 0.26805 1.41721 1.71618
C -0.27228 2.57175 2.27769
C 0.54821 3.66085 2.53092
C 1.90277 3.60078 2.23583
C 2.45001 2.44783 1.68877
C 1.63372 1.35962 1.42694
H -0.84821 -2.10643 2.79115
H 0.66485 -1.23612 3.01763
H -2.05969 -0.57271 4.26609
H -0.77233 0.63891 4.19341
H -2.34824 0.88786 6.09254
H -2.75601 2.69196 7.70021
H -1.17023 3.09506 9.55054
H 0.82923 1.66108 9.79189
H 1.25675 -0.14674 8.18583
H 1.26399 1.41249 5.10550
H 3.55880 1.99579 4.43603
H 5.28568 0.23489 4.25158
H 4.70463 -2.11730 4.72681
H 2.40290 -2.71101 5.39187
H -2.14717 2.15500 0.29051
H -4.55308 2.53366 -0.04114
H -6.19220 0.84859 0.71719
H -5.41835 -1.23322 1.79774
H -3.02373 -1.62882 2.14261
H -1.32571 2.62543 2.52110
H 0.12703 4.55881 2.96099
H 2.53426 4.45528 2.43443
H 3.50856 2.39487 1.47612
H 2.07881 0.44843 1.02842
F -0.04547 1.10548 -4.48867
C 0.58369 2.19537 -4.94325
C 0.80173 2.33413 -6.26323
F 0.39123 1.38636 -7.08055
C 1.47048 3.50474 -6.81389
C 1.88460 4.49167 -5.82569
C 1.63822 4.34930 -4.50553
F 2.05521 5.28248 -3.66453
C 0.96410 3.19320 -3.97736
C 0.68680 3.03991 -2.63319
C 0.15868 1.84706 -2.09090
N -0.21067 0.89598 -1.55241
C 0.87813 4.04922 -1.63312
N 0.95001 4.81378 -0.78052
F 2.52496 5.56087 -6.23957
C 1.68618 3.66776 -8.14990
C 2.36563 4.79604 -8.71421
N 2.93635 5.65201 -9.22179
C 1.25570 2.72331 -9.14016
N 0.88964 2.00754 -9.95837
*
```

Mulliken population analysis, charges in e, atoms 1 to 5: number 1, Al, carries 0.27; number 2, C, carries -0.69; number 3, C, carries -0.63; number 4, C, carries -0.57; number 5, C, carries 0.39


Number 1: calculated total energy -742.3113 a.u.. Number 2: calculated total energy -1727.1829 a.u.. Number 3: calculated total energy -5935.6233 a.u..